A structure of composition CH2F3MnO3S in a non-equilibrium geometry. Source: the OMol25 dataset; level of theory: ωB97M-V with the def2-TZVPD basis set.

Each line ends with the Mulliken charge.
Atoms and positions in Å:
Mn1 1.19 2.69 0.01  0.356
O1 1.06 -0.03 0.39  -0.753
H1 1.65 0.61 -1.25  0.415
H2 2.72 1.34 -2.16  0.280
S1 -0.23 0.35 1.11  0.615
O2 1.95 1.47 -1.61  -0.420
O3 -0.33 1.88 0.98  -0.564
C1 -1.53 -0.13 -0.17  0.763
F1 -1.31 -1.38 -0.56  -0.231
F2 -2.74 -0.06 0.38  -0.232
F3 -1.48 0.67 -1.22  -0.229

Values from the calculation:
HOMO level (spin up / spin down)	-6.47 / -10.12	eV
multiplicity	7
expectation value of S²	12.0019
gap between HOMO and LUMO (spin up / spin down)	6.81 / 10.00	eV

***

A structure of composition CH2F3NP2 in a non-equilibrium geometry. Source: the OMol25 dataset; level of theory: ωB97M-V with the def2-TZVPD basis set.

Each line ends with the Mulliken charge.
Atoms and positions in Å:
C1 0.74 0.46 -0.23  -0.597
N1 -1.26 -0.73 1.60  -0.538
F1 1.92 -1.67 0.75  -0.192
F2 -1.65 1.46 -0.06  -0.335
F3 -1.47 -0.54 -1.28  -0.248
P1 1.31 -1.18 -0.64  0.356
P2 -1.04 -0.10 0.25  0.736
H1 0.54 1.20 -0.97  0.378
H2 0.92 1.10 0.57  0.439

Values from the calculation:
HOMO level (spin up / spin down)	-10.10 / -9.14	eV
gap between HOMO and LUMO (spin up / spin down)	7.49 / 5.89	eV

***

The molecule CH2F3O2P in a non-equilibrium geometry. Source: the OMol25 dataset; level of theory: ωB97M-V with the def2-TZVPD basis set.

Each line ends with the Mulliken charge.
Atoms and positions in Å:
C1 -1.76 -0.09 -2.19  0.817
O1 0.83 -0.21 0.13  -0.385
O2 -1.23 0.49 -1.07  -0.221
F1 -2.13 0.86 -3.08  -0.220
F2 -2.93 -0.84 -2.01  -0.242
F3 -0.91 -0.96 -2.72  -0.212
P1 -0.75 -0.29 0.32  0.075
H1 1.08 -1.21 0.08  0.317
H2 -0.93 0.89 0.97  0.071

Values from the calculation:
HOMO level (spin up / spin down)	-5.20 / -13.09	eV
multiplicity	3
expectation value of S²	2.0027
gap between HOMO and LUMO (spin up / spin down)	5.62 / 9.38	eV

***

A cluster of 2 separate species, CH2F3P in total in a non-equilibrium geometry. Source: the OMol25 dataset; level of theory: ωB97M-V with the def2-TZVPD basis set.

Each line ends with the Mulliken charge.
Atoms and positions in Å:
C1 -1.04 -0.47 2.12  -0.719
F1 1.74 0.37 -0.79  -0.260
F2 0.29 -0.31 -2.50  -0.205
F3 0.12 1.91 -1.60  -0.226
P1 0.13 0.40 -1.11  0.686
H1 -0.02 -0.64 2.39  0.361
H2 -1.21 -1.28 1.49  0.362

Values from the calculation:
HOMO level (spin up / spin down)	-9.55 / -11.82	eV
multiplicity	3
expectation value of S²	2.0042
gap between HOMO and LUMO (spin up / spin down)	10.51 / 10.49	eV

***

The molecule CH2FI in a non-equilibrium geometry. Source: the OMol25 dataset; level of theory: ωB97M-V with the def2-TZVPD basis set.

Each line ends with the Mulliken charge.
Atoms and positions in Å:
F1 -1.03 0.94 0.12  -0.191
C1 -0.02 0.11 -0.13  -0.292
I1 0.04 -1.53 1.24  0.042
H1 1.11 0.76 -0.08  0.205
H2 -0.09 -0.28 -1.15  0.235

Values from the calculation:
HOMO level	-9.76	eV
gap between HOMO and LUMO	10.03	eV

***

A structure of composition CH2FIO in a non-equilibrium geometry. Source: the OMol25 dataset; level of theory: ωB97M-V with the def2-TZVPD basis set.

Each line ends with the Mulliken charge.
Atoms and positions in Å:
C1 -0.52 -0.49 -0.10  -0.021
O1 0.81 -0.52 -0.27  -0.344
F1 -1.07 -0.73 1.11  -0.185
I1 -1.28 -1.80 -1.55  0.059
H1 -1.21 1.01 -0.81  0.197
H2 1.28 0.01 0.31  0.294

Values from the calculation:
HOMO level	-9.28	eV
gap between HOMO and LUMO	9.26	eV